DFT (ωB97M-V/def2-TZVPD) results for a cluster of 2 separate species, C4H8O2 in total.

Properties
Relative energy (zero: lowest compared OMol25 entry of this formula, charge and spin): 143.9 kcal/mol
Largest force on an atom: 0.44 eV/A
Net charge: 0
Molar mass: 88.11 g/mol

Geometry as XYZ:
```
14
Properties=species:S:1:pos:R:3:mulliken_charge:R:1
C -2.40 -0.15 0.41 -0.483
O -1.23 -0.60 0.05 -0.228
C -0.08 -0.02 0.26 -0.520
C 1.10 -0.72 -0.24 0.287
C 2.43 -0.11 -0.17 -0.439
O 2.08 -1.16 0.72 -0.426
H -3.23 -0.77 0.11 0.241
H -2.46 0.61 1.19 0.337
H -1.79 1.54 -0.82 0.065
H -0.02 0.73 1.04 0.405
H -1.03 1.58 -0.87 -0.007
H 0.90 -1.44 -1.04 0.296
H 2.54 0.87 0.29 0.229
H 3.18 -0.36 -0.92 0.243
```

DFT (ωB97M-V/def2-TZVPD) results for a cluster of 2 separate species, C2H4IN2 in total.

Properties
Relative energy (zero: lowest compared OMol25 entry of this formula, charge and spin): 50.6 kcal/mol
Largest force on an atom: 5.14 eV/A
Net charge: +1
Molar mass: 182.97 g/mol

Geometry as XYZ:
```
9
Properties=species:S:1:pos:R:3:mulliken_charge:R:1
C -1.93 1.09 0.10 -0.092
C -0.30 -0.78 0.11 0.299
N -1.19 0.07 -0.10 -0.124
N 0.19 -1.83 0.07 -0.037
I 3.12 1.00 0.00 -0.091
H -2.69 1.27 -0.57 0.288
H -1.72 1.71 0.82 0.311
H 3.58 -0.30 -0.87 0.123
H 0.94 -2.23 0.45 0.324
```

| no. | energy (eV) |
| --- | --- |
| 1 | -8367.040 |
| 2 | -13209.451 |